P | Molecular formula: C6H7N
Method: DFT, the ωB97M-V functional and the def2-TZVPD basis

```
14
C6H7N (the ωB97M-V functional and the def2-TZVPD basis)
C -0.9321 0.0767 1.6490
C 0.1928 0.3626 0.6540
C 0.6406 -0.9232 -0.1304
C 0.6388 -0.4932 -1.5390
N 0.7174 -0.3821 -2.7181
C -0.1727 1.2716 -0.4555
C -0.3004 1.6759 -1.6200
H -1.8175 -0.3111 1.1334
H -0.6177 -0.6492 2.4076
H -1.2191 1.0020 2.1567
H 1.0612 0.7498 1.2015
H 1.6325 -1.3012 0.1415
H -0.0827 -1.7403 -0.0250
H 0.2588 0.6618 -2.8559
```

Its total charge is 0. The value obtained for the lowest unoccupied orbital energy is 0.05 eV. The calculation puts the HOMO energy at -9.01 eV. For the orbital gap, the calculation gives 9.06 eV.

---

Q | Molecular formula: C6H7N
Method: DFT, the ωB97M-V functional and the def2-TZVPD basis

```
14
C6H7N (the ωB97M-V functional and the def2-TZVPD basis)
C -1.9120 -0.1489 -0.0533
C -0.5141 0.2622 -0.2791
C 0.3373 1.4882 0.0909
C 1.4778 0.7447 -0.5149
C 2.1783 -0.3359 0.3190
C 1.2355 -1.2251 0.0314
N 0.5630 -0.3691 -0.9207
H -2.4838 0.6967 0.0885
H -1.8765 -0.7932 0.9119
H -2.4362 -0.7282 -0.8598
H -0.0616 2.4749 0.2393
H 2.0992 0.9730 -1.3060
H 3.1829 -0.5022 0.5828
H 1.1650 -2.2250 0.4416
```

Its total charge is 0. The structure (SMILES) is CC1=C[C@H]2C=CN12. The value obtained for the lowest unoccupied orbital energy is 1.14 eV. The calculation puts the HOMO energy at -8.17 eV. For the orbital gap, the calculation gives 9.31 eV.

---

Relative energies, hartree: P 0.0277; Q 0.0000.

---

P | Molecular formula: C6H7N
Method: DFT, the ωB97M-V functional and the def2-TZVPD basis

```
14
C6H7N (the ωB97M-V functional and the def2-TZVPD basis)
C -0.4868 0.6172 1.1747
C 0.4851 1.1079 -0.1670
C 0.1141 0.2839 -1.3535
C 1.3206 -0.0658 -0.4826
N 0.6297 -1.2937 0.0810
C -0.5596 -0.9487 -0.7395
C -0.5896 -0.7785 0.7224
H -1.4656 1.1314 1.2916
H 0.0590 0.7513 2.1305
H 0.2158 1.9142 0.4718
H 0.0278 0.5566 -2.4074
H 2.3867 -0.1714 -0.6891
H -1.1109 -1.7075 -1.2779
H -1.1098 -1.4902 1.3422
```

Its total charge is 0. The structure (SMILES) is C1[C@@H]2[C@H]3[C@@H]2N2[C@H]3[C@H]12. The value obtained for the lowest unoccupied orbital energy is 1.11 eV. The calculation puts the HOMO energy at -8.89 eV. For the orbital gap, the calculation gives 10.00 eV.

---

Q | Molecular formula: C6H7N
Method: DFT, the ωB97M-V functional and the def2-TZVPD basis

```
14
C6H7N (the ωB97M-V functional and the def2-TZVPD basis)
C 0.5503 1.7956 0.9370
C 0.9872 1.1316 0.0425
C -1.2952 -0.8880 1.9725
C 1.1428 0.1767 -1.0335
C -0.2762 -0.1875 -1.5195
C -1.2304 -0.4042 -0.4212
N -1.0952 -0.6753 0.7419
H 0.3477 2.4530 1.7303
H -1.3427 -1.8946 2.3465
H -1.3745 -0.0571 2.6512
H 1.7308 0.6051 -1.8494
H 1.6569 -0.7122 -0.6568
H -0.6709 0.6155 -2.1470
H -0.2583 -1.0973 -2.1262
```

Its total charge is 0. The value obtained for the lowest unoccupied orbital energy is 0.95 eV. The calculation puts the HOMO energy at -7.39 eV. For the orbital gap, the calculation gives 8.34 eV.

---

R | Molecular formula: C6H7N
Method: DFT, the ωB97M-V functional and the def2-TZVPD basis

```
14
C6H7N (the ωB97M-V functional and the def2-TZVPD basis)
C -1.5506 0.1376 -0.4067
C 1.5665 0.1573 -1.1832
C -0.5263 -0.4057 0.2819
C 0.4233 0.4875 -0.3554
C 1.7253 1.2123 -0.2002
C -0.3656 -1.5649 1.1535
N -0.7857 1.1780 -1.0206
H -2.6069 0.1063 -0.6206
H 2.2589 0.9635 0.6448
H 1.7539 2.1407 -0.5786
H 0.7095 -1.7858 1.5580
H -0.9667 -1.3156 2.1600
H -0.6480 -2.5208 0.5671
H -0.9877 1.2095 -2.0001
```

Its total charge is 0. The value obtained for the lowest unoccupied orbital energy (spin up / spin down) is -0.55 / -0.55 eV. The calculation puts the HOMO energy (spin up / spin down) at -8.18 / -8.18 eV. For the orbital gap (spin up / spin down), the calculation gives 7.63 / 7.63 eV.

---

Relative energies, hartree: P 0.0280; Q 0.0000; R 0.1005.